a) The molecule C3H5NOS, computed with ωB97M-V with the def2-TZVPD basis set.

Atoms and positions in Å:
S1 -2.6408 0.4117 -0.0921
O1 0.7083 1.7448 -0.4345
N1 -0.4363 -1.2538 -0.3553
C1 -1.0741 -0.0655 -0.0738
C2 0.2105 0.6332 0.2848
C3 0.8876 -0.7509 -0.0039
H1 0.2921 0.8219 1.3803
H2 1.5571 -0.6170 -0.9274
H3 -0.8719 -2.1717 -0.4950
H4 1.3084 -1.3083 0.8297
H5 0.0590 2.5556 -0.1128

Summary:
Charge: 0
SMILES: O[C@@H]1CNC1=S



b) A cluster of 2 separate species, C3H5NOS in total, computed with ωB97M-V with the def2-TZVPD basis set.

Atoms and positions in Å:
S1 -1.8564 0.9503 0.1328
O1 -1.0941 -1.0098 -1.2093
N1 -1.4463 -0.6674 0.1141
C1 -1.1748 -0.0086 -2.0447
C2 0.6033 -0.8700 1.9399
C3 -1.6301 1.1540 -1.5893
H1 -0.0574 -0.9135 2.7777
H2 -0.9441 -0.4032 -3.0856
H3 1.2575 -1.8055 1.9673
H4 0.6512 0.0175 1.4085
H5 -1.8401 2.1259 -2.1531

Summary:
Charge: 0



c) The molecule C3H5NOS, computed with ωB97M-V with the def2-TZVPD basis set.

Atoms and positions in Å:
S1 0.4410 0.5944 -3.4031
O1 -1.9799 0.6291 -2.1915
N1 -0.3817 0.3526 -2.1026
C1 -0.9794 0.0381 0.1634
C2 0.0465 -0.0656 -0.8602
C3 1.2950 -0.3881 -0.6237
H1 2.0534 -0.5564 -1.4346
H2 -0.3889 -0.6915 0.9348
H3 -1.9325 -0.3485 -0.0751
H4 -1.0953 1.0213 0.6465
H5 1.5286 -0.6495 0.3852

Summary:
Charge: 0
SMILES: C=C(C)[N+]([O-])=S



Most favorable first, least favorable last: a), c), b)



a) The molecule C3H5NOS, computed with ωB97M-V with the def2-TZVPD basis set.

Atoms and positions in Å:
S1 -2.2049 0.0193 -0.3276
O1 1.4598 0.5404 -0.5676
N1 -0.6466 -0.0422 0.4096
C1 0.3531 1.1435 0.0292
C2 0.1453 -1.1644 0.1195
C3 1.3194 -0.8155 -0.3986
H1 -0.2374 -2.1461 0.2999
H2 0.6250 1.6098 0.9826
H3 -0.1334 1.8524 -0.6405
H4 2.1594 -1.4143 -0.6888
H5 -2.8397 0.4173 0.7823

Summary:
Charge: 0
SMILES: SN1C=COC1



b) The molecule C3H5NOS, computed with ωB97M-V with the def2-TZVPD basis set.

Atoms and positions in Å:
S1 3.0173 -0.4488 0.0309
O1 -1.7411 -1.5398 -0.1818
N1 1.3430 0.0026 -0.1430
C1 -1.4322 0.8966 0.0552
C2 0.4360 -0.8450 0.1572
C3 -1.0107 -0.5604 0.0453
H1 -0.7300 1.5700 -0.4528
H2 -2.3807 0.9966 -0.4364
H3 -1.6117 1.2127 1.1140
H4 3.4164 0.5646 -0.7357
H5 0.6937 -1.8491 0.5471

Summary:
Charge: 0
SMILES: CC(=O)/C=N/S



c) The molecule C3H5NOS, computed with ωB97M-V with the def2-TZVPD basis set.

Atoms and positions in Å:
S1 -0.3425 -1.0286 1.0726
O1 -0.9778 -1.6262 -1.4437
N1 -0.4333 0.5425 -1.1818
C1 0.6004 0.8331 -0.5492
C2 0.9657 0.2287 0.7283
C3 -1.1599 -0.5268 -0.6282
H1 -2.2674 -0.0130 -0.4453
H2 1.9826 -0.4306 0.6374
H3 1.0405 0.8035 1.6453
H4 -1.6158 -2.2498 -1.6366
H5 1.3020 1.6045 -1.0434

Summary:
Charge: 0
SMILES: O[C@@H]1N=CCS1



Most favorable first, least favorable last: b), c), a)



a) The molecule C3H5NOS, computed with ωB97M-V with the def2-TZVPD basis set.

Atoms and positions in Å:
S1 1.3591 1.0879 0.3580
O1 0.9856 -1.4849 1.1419
N1 -0.7400 0.6779 -1.1985
C1 0.5405 -0.2140 1.2864
C2 -1.2175 -0.2632 -0.3640
C3 0.3533 1.2144 -1.0783
H1 -2.2649 -0.0345 0.0100
H2 0.7186 1.8121 -1.9350
H3 -1.3335 -1.1909 -0.8643
H4 0.3057 0.0811 2.3417
H5 1.2929 -1.6859 0.3022

Summary:
Charge: 0



b) The molecule C3H5NOS, computed with ωB97M-V with the def2-TZVPD basis set.

Atoms and positions in Å:
S1 -2.2510 -0.4160 -0.0654
O1 1.4118 0.7709 -0.1021
N1 -0.6749 1.8448 0.0412
C1 0.7522 -1.5172 0.0257
C2 -0.8991 0.5413 -0.0135
C3 0.5733 -0.1009 -0.0495
H1 -1.4967 2.4508 0.0991
H2 1.7225 -1.7980 -0.3667
H3 0.0122 -2.0584 -0.4984
H4 0.2986 2.1277 -0.1130
H5 0.5512 -1.8450 1.0427

Summary:
Charge: 0
SMILES: CC(=O)C(N)=S



Most favorable first, least favorable last: b), a)



a) The molecule C3H5NOS, computed with ωB97M-V with the def2-TZVPD basis set.

Atoms and positions in Å:
S1 0.2700 0.0549 -1.4914
O1 -0.6503 0.7754 0.6712
N1 -1.4010 1.5305 -0.1477
C1 1.1362 -0.9142 0.9680
C2 -0.8702 1.3769 -1.3474
C3 -0.1512 -0.4108 0.1224
H1 -1.0834 -1.1620 0.1863
H2 1.5846 -1.7197 0.2630
H3 -1.4702 1.8226 -2.0305
H4 1.8631 -0.0310 0.9083
H5 0.7724 -1.3226 1.8979

Summary:
Charge: 0
SMILES: C[C@H]1ON=CS1



b) A structure of composition C3H5NOS, computed with ωB97M-V with the def2-TZVPD basis set.

Atoms and positions in Å:
S1 -2.8967 -0.5636 0.6241
O1 -1.4192 -0.2491 -0.9538
N1 -4.1456 1.5877 -0.5838
C1 -0.1434 -0.0758 -0.5434
C2 0.4691 -1.2293 0.2227
C3 -3.6163 0.6963 -0.1071
H1 -0.1276 -1.6939 1.0399
H2 -0.0002 0.7968 0.0243
H3 1.5156 -1.1893 0.2416
H4 0.2533 -2.0959 -0.3442
H5 0.4727 -0.1952 -1.4492

Summary:
Charge: 0



Most favorable first, least favorable last: a), b)